# 1
The following is a DFT calculation (ωB97M-V/def2-TZVPD) of a molecular structure, C5H6F6LiN5O4S3.

```
30
Properties=species:S:1:pos:R:3:lowdin_charge:R:1
S 0.71428 3.17049 -0.01436 0.607
S -2.75002 0.19639 0.15514 0.655
S 2.60518 1.29489 0.12754 0.603
F 1.85718 1.19989 -2.40416 0.119
F 1.28508 5.59639 1.01324 0.159
F 3.86158 0.52029 -2.06076 0.140
F -0.80952 5.19909 0.71454 0.156
F 0.24908 4.23339 2.32154 0.145
F 3.44678 2.63169 -2.08136 0.160
O -0.39942 2.31059 0.29084 -0.411
O 3.82278 0.93259 0.75524 -0.235
O 1.58468 0.26099 0.08234 -0.400
O 0.83688 3.56749 -1.37196 -0.234
N -0.32652 -1.71521 0.19144 0.067
N -1.59822 -2.24161 0.18874 -0.110
N -3.74992 -2.33661 0.18744 0.028
N 2.06508 2.66739 0.62034 -0.273
N -3.30782 -3.61701 0.19124 0.110
C -2.01882 -3.55701 0.19074 -0.340
C 0.35268 4.65439 1.06394 -0.666
C 2.97298 1.45329 -1.71036 -0.660
C -2.72842 -1.44681 0.18044 -0.818
C -1.07292 -4.69151 0.18864 -0.002
Li -0.07942 0.67469 0.05984 0.544
H -0.43562 -4.65171 1.07144 0.086
H -1.62442 -5.62591 0.18704 0.088
H -4.73402 -2.11981 0.18324 0.157
H 0.21108 -1.96871 1.01514 0.120
H 0.20748 -1.94411 -0.64136 0.118
H -0.43772 -4.64801 -0.69576 0.086
```

Its LUMO energy is -0.2 eV. The calculation puts the energy above the lowest of the compared OMol25 structures with the same formula, charge and spin at 18.4 kcal/mol.

---

# 2
The following is a DFT calculation (ωB97M-V/def2-TZVPD) of C5H6FN3 in the gas phase.

```
15
Properties=species:S:1:pos:R:3:lowdin_charge:R:1
F -1.59916 -2.28616 0.37108 0.039
N 0.62424 0.54610 -0.69269 0.106
N -0.85062 0.53052 1.16206 -0.008
N -0.11691 -2.00563 -1.38707 0.119
C 0.76880 -1.28859 -2.00934 -0.196
C -0.34321 1.73273 1.83935 -0.048
C -0.31025 -0.05398 0.07053 -0.206
C -0.74402 -1.49497 -0.37744 -0.193
C 1.18611 -0.03418 -1.70277 -0.159
H 1.30296 -1.89407 -2.77702 0.112
H -1.47109 -0.05908 1.68579 0.126
H 0.16808 1.28887 2.67814 0.081
H 1.94335 0.45301 -2.25399 0.097
H -1.05297 2.46364 2.09470 0.067
H 0.49472 2.10180 1.29865 0.064
```

Its LUMO energy is 0.8 eV. The calculation puts the energy above the lowest of the compared OMol25 structures with the same formula, charge and spin at 0.0 kcal/mol. Its SMILES is CNc1nccnc1F.

---

# 3
The following is a DFT calculation (ωB97M-V/def2-TZVPD) of C5H6FNO in the gas phase.

```
14
Properties=species:S:1:pos:R:3:lowdin_charge:R:1
F -1.36380 0.27840 -1.15590 0.023
O 0.47813 2.03906 0.14553 0.089
N 1.71367 0.06196 0.08089 0.088
C -0.62510 -0.22582 -0.09595 -0.486
C -1.63719 -0.23920 1.04728 0.005
C 0.56314 0.81999 0.06893 -0.365
C 0.00718 -1.49992 -0.21178 -0.037
C 1.33292 -1.29902 0.04402 -0.072
H 2.14962 -2.11333 0.08259 0.145
H -1.13628 -0.18594 1.97188 0.072
H -2.32872 -1.10445 0.92236 0.103
H -0.57965 -2.43661 -0.33328 0.135
H -2.16468 0.75171 0.98992 0.110
H 2.66760 0.50053 -0.07582 0.191
```

Its LUMO energy is 0.8 eV. The calculation puts the energy above the lowest of the compared OMol25 structures with the same formula, charge and spin at 38.1 kcal/mol. Its SMILES is C[C@]1(F)C=CNC1=O.

---

# 4
The following is a DFT calculation (ωB97M-V/def2-TZVPD) of a molecular structure, C5H6FNO.

```
14
Properties=species:S:1:pos:R:3:lowdin_charge:R:1
F -0.94138 1.45861 -1.35053 0.074
O 0.86704 -1.07196 -0.31855 -0.089
N 0.00701 -0.40081 1.82371 0.084
C 0.13041 0.68110 0.93859 -0.249
C 1.03128 0.31956 -0.20227 -0.199
C -0.51339 -0.95635 -0.63466 -0.065
C -0.03298 0.52678 -1.34227 -0.201
C -0.94217 -0.30380 0.72109 -0.163
H 2.04522 0.63537 -0.43078 0.157
H -0.91271 -1.88791 -0.99664 0.138
H 0.69911 -1.05455 1.65082 0.073
H 0.02469 1.66802 1.41400 0.160
H 0.42382 0.44410 -2.37013 0.158
H -1.88594 -0.05818 1.09762 0.123
```

Its LUMO energy is 1.1 eV. The calculation puts the energy above the lowest of the compared OMol25 structures with the same formula, charge and spin at 111.2 kcal/mol.

---

Taking the records one at a time from the top gives M values of 417.3 127.1 115.1 115.1 g mol⁻¹.